Arrangement A

DFT (ωB97M-V with the def2-TZVPD basis set) results for a 2-piece molecular cluster, C4H12N2O overall.

Each atom is followed by the atoms it is bonded to, with distances in Å.
Element x y z (Å)
1 C 1.2953 0.9079 -1.6309  C3 1.571, H8 1.054, H9 1.058, H10 1.076
2 C 1.7185 -0.1786 0.8277  C3 1.562, H11 1.037, H12 1.032, H13 1.133
3 C 0.7473 0.4017 -0.2486  C1 1.571, C2 1.562, C4 1.478, H14 1.132
4 C -0.2486 -0.6755 -0.4306  C3 1.478, O7 1.404, H15 1.038
5 N -2.6401 -0.7657 1.3825  N6 1.342, H16 1.066, H17 0.989
6 N -1.4450 -0.7599 1.9941  N5 1.342, H18 1.020
7 O -1.4421 -0.2796 -1.0549  C4 1.404, H19 0.965
8 H 2.1265 0.3857 -2.0139  C1 1.054
9 H 1.5776 1.9115 -1.4498  C1 1.058
10 H 0.4325 1.0094 -2.2665  C1 1.076
11 H 2.4404 -0.8636 0.5345  C2 1.037
12 H 1.0227 -0.5685 1.4820  C2 1.032
13 H 2.2181 0.6642 1.3975  C2 1.133
14 H 0.1782 1.3114 0.1131  C3 1.132
15 H 0.2179 -1.5205 -0.8131  C4 1.038
16 H -2.9233 -0.0954 0.6036  N5 1.066
17 H -2.9216 -1.6429 1.0235  N5 0.989
18 H -1.0593 0.1837 2.0299  N6 1.020
19 H -1.2949 0.5746 -1.4801  O7 0.965

Its orbital gap (spin up / spin down) is 8.3 / 8.5 eV. Its spin multiplicity is 1.

***

Arrangement B

DFT (ωB97M-V with the def2-TZVPD basis set) results for a 2-piece molecular cluster, C4H12N2O overall.

Each atom is followed by the atoms it is bonded to, with distances in Å.
Element x y z (Å)
1 C -2.7450 0.7518 0.0313  O2 1.428, C3 1.499, H4 1.105, H5 1.095
2 O -1.8626 1.6691 -0.6159  C1 1.428, H17 1.023
3 C -2.1445 0.0646 1.2202  C1 1.499, H6 1.088, H7 1.101, H8 1.106
4 H -3.0757 -0.0424 -0.6621  C1 1.105
5 H -3.6282 1.3250 0.3322  C1 1.095
6 H -2.9431 -0.5254 1.6642  C3 1.088
7 H -1.7974 0.7948 1.9670  C3 1.101
8 H -1.3306 -0.6212 0.9199  C3 1.106
9 C 2.7284 -2.1133 -0.5488  N12 1.469, H13 1.098, H14 1.125, H15 1.092
10 N 0.8490 1.0573 -0.0859  C11 1.307, H16 1.032
11 C 1.2586 -0.1396 -0.4128  N10 1.307, N12 1.388, H18 1.113
12 N 2.0869 -1.0475 0.2321  C9 1.469, C11 1.388, H19 1.046
13 H 3.6142 -1.7758 -1.1033  C9 1.098
14 H 1.9720 -2.5619 -1.2505  C9 1.125
15 H 3.0438 -2.8904 0.1502  C9 1.092
16 H 1.2562 1.2833 0.8352  N10 1.032
17 H -0.9030 1.4511 -0.3355  O2 1.023
18 H 0.8905 -0.5619 -1.3748  C11 1.113
19 H 2.6654 -0.6776 1.0217  N12 1.046

As for the structure (SMILES): [H]/N=C\NC.CCO. Its orbital gap is 9.9 eV. Its spin multiplicity is 1.

***

Bottom line: arrangement B, by a margin of 94.0 kcal/mol.

***

Arrangement A

DFT (ωB97M-V with the def2-TZVPD basis set) results for a 2-piece molecular cluster, CH6NS2 overall.

Each atom is followed by the atoms it is bonded to, with distances in Å.
Element x y z (Å)
1 S -1.9499 -0.9834 0.6748  S2 2.097, H3 1.343
2 S -1.3125 -2.8511 -0.0336  S1 2.097, H4 1.342
3 H -1.4263 -1.0353 1.9109  S1 1.343
4 H -0.1404 -2.4416 -0.5436  S2 1.342
5 C 1.0543 1.7419 -0.0775  N6 1.269, H7 1.083, H8 1.084
6 N 0.5415 0.7131 -0.6157  C5 1.269, H9 1.043, H10 1.016
7 H 1.8166 2.3121 -0.5940  C5 1.083
8 H 0.6982 2.0362 0.9033  C5 1.084
9 H -0.1369 0.1142 -0.0966  N6 1.043
10 H 0.8553 0.3938 -1.5280  N6 1.016

As for the total charge: +1. Its orbital gap is 8.0 eV. Its spin multiplicity is 1.

***

Arrangement B

DFT (ωB97M-V with the def2-TZVPD basis set) results for a 2-piece molecular cluster, CH6NS2 overall.

Each atom is followed by the atoms it is bonded to, with distances in Å.
Element x y z (Å)
1 C -0.7247 -0.7156 -0.7442  N2 1.292, H5 1.078, H6 1.078
2 N -1.4721 -1.6630 -0.2829  C1 1.292, H8 1.016, H9 1.014
3 S 2.1907 1.7496 1.7588  S4 2.056, H10 1.334
4 S 2.1345 3.4028 0.5372  S3 2.056, H7 1.337
5 H -1.1258 0.0049 -1.4388  C1 1.078
6 H 0.3047 -0.6396 -0.4320  C1 1.078
7 H 0.9218 3.8021 0.9349  S4 1.337
8 H -1.1186 -2.3537 0.3724  N2 1.016
9 H -2.4474 -1.7433 -0.5488  N2 1.014
10 H 3.5137 1.5946 1.6846  S3 1.334

As for the total charge: +1. Its orbital gap is 5.2 eV. Its spin multiplicity is 1.

***

Bottom line: arrangement A, by a margin of 10.1 kcal/mol.

***

Arrangement A

DFT (ωB97M-V with the def2-TZVPD basis set) results for a 2-piece molecular cluster, C5H15N2O overall.

Each atom is followed by the atoms it is bonded to, with distances in Å.
Element x y z (Å)
1 C 1.6888 1.9697 -0.3564  C2 1.514, H5 1.089, H6 1.087, H7 1.091
2 C 2.1312 0.8041 0.5036  C1 1.514, N3 1.496, H8 1.089, H9 1.088
3 N 1.5537 -0.4759 -0.0113  C2 1.496, C4 1.501, H10 1.018, H11 1.041
4 C 1.9610 -1.6995 0.7562  N3 1.501, H12 1.082, H13 1.085, H14 1.085
5 H 0.6179 2.1486 -0.2709  C1 1.089
6 H 2.2051 2.8727 -0.0390  C1 1.087
7 H 1.9426 1.8062 -1.4046  C1 1.091
8 H 3.2136 0.6870 0.5144  C2 1.089
9 H 1.8014 0.9129 1.5344  C2 1.088
10 H 1.8473 -0.5831 -0.9801  N3 1.018
11 H 0.5141 -0.4248 -0.0126  N3 1.041
12 H 2.6562 -2.2850 0.1686  C4 1.082
13 H 1.0691 -2.2774 0.9754  C4 1.085
14 H 2.4059 -1.3935 1.6977  C4 1.085
15 C -2.0667 -1.2896 -0.6113  N16 1.328, O18 1.234, H19 1.096
16 N -3.1146 -0.4867 -0.7550  C15 1.328, C17 1.458, H20 1.009
17 C -3.3016 0.7365 0.0169  N16 1.458, H21 1.088, H22 1.084, H23 1.085
18 O -1.0730 -1.0385 0.0758  C15 1.234
19 H -2.1385 -2.2298 -1.1696  C15 1.096
20 H -3.9065 -0.8697 -1.2483  N16 1.009
21 H -3.7803 0.5161 0.9686  C17 1.088
22 H -3.9016 1.4303 -0.5603  C17 1.084
23 H -2.3251 1.1691 0.2079  C17 1.085

As for the total charge: +1. Its orbital gap is 11.1 eV. Its spin multiplicity is 1.

***

Arrangement B

DFT (ωB97M-V with the def2-TZVPD basis set) results for an isolated ion of composition C5H15N2O and charge +1.

Each atom is followed by the atoms it is bonded to, with distances in Å.
Element x y z (Å)
1 N -1.4949 -1.3056 1.1145  C2 1.475, H9 1.046, H10 1.028, H11 1.021
2 C -1.7952 0.1383 1.1035  N1 1.475, C3 1.535, H12 1.088, H13 1.085
3 C -0.5219 0.9081 1.4812  C2 1.535, N4 1.447, H14 1.089, H15 1.096
4 N 0.5535 0.2865 0.7380  C3 1.447, C6 1.472, H16 1.010
5 C 1.6469 1.7797 -1.0122  C6 1.523, H17 1.091, H18 1.103, H19 1.088
6 C 0.7247 0.6113 -0.6875  N4 1.472, C5 1.523, C7 1.508, H20 1.100
7 C 1.0825 -0.6626 -1.4102  C6 1.508, O8 1.451, H21 1.092, H22 1.086
8 O -0.0272 -1.5878 -1.2809  C7 1.451, H23 0.955
9 H -0.6272 -1.5083 0.5662  N1 1.046
10 H -2.2697 -1.8379 0.6980  N1 1.028
11 H -1.3925 -1.6883 2.0556  N1 1.021
12 H -2.5960 0.3939 1.7948  C2 1.088
13 H -2.0349 0.4540 0.0935  C2 1.085
14 H -0.7157 1.9698 1.3370  C3 1.089
15 H -0.3007 0.7398 2.5418  C3 1.096
16 H 1.4003 0.5325 1.2305  N4 1.010
17 H 2.6760 1.7304 -0.6537  C5 1.091
18 H 1.2560 2.6869 -0.5219  C5 1.103
19 H 1.7014 2.0843 -2.0557  C5 1.088
20 H -0.2776 0.9751 -0.9563  C6 1.100
21 H 1.3175 -0.5494 -2.4707  C7 1.092
22 H 1.9081 -1.1787 -0.9283  C7 1.086
23 H -0.8333 -1.3656 -1.7420  O8 0.955

As for the structure (SMILES): C[C@@H](CO)NCC[NH3+]. As for the total charge: +1. Its orbital gap is 10.4 eV. Its spin multiplicity is 1.

***

Bottom line: arrangement A, by a margin of 24.2 kcal/mol.

***

Arrangement A

DFT (ωB97M-V with the def2-TZVPD basis set) results for a 3-piece molecular cluster, C5H15N2O overall.

Each atom is followed by the atoms it is bonded to, with distances in Å.
Element x y z (Å)
1 C -2.2722 2.7770 1.3536  C2 1.554, H8 1.083, H9 1.087, H10 1.079
2 C -1.3755 1.5232 1.5532  C1 1.554, C3 1.441, H11 1.096, H12 1.095
3 C -0.0477 1.9090 1.1474  C2 1.441, C4 1.441, H14 1.090
4 C 0.3889 1.7583 -0.2180  C3 1.441, H13 1.105, H15 1.084, H16 1.105
5 N 0.1271 -3.1685 -2.7861  C6 1.349, H17 1.004, H18 1.005
6 C 0.5276 -2.7890 -1.5555  N5 1.349, N7 1.275, H19 1.083
7 N 0.6908 -1.5638 -1.2431  C6 1.275, H20 1.017
8 H -3.3104 2.5263 1.5310  C1 1.083
9 H -1.9916 3.5846 2.0250  C1 1.087
10 H -2.1747 3.1885 0.3605  C1 1.079
11 H -1.4680 1.1813 2.5901  C2 1.096
12 H -1.7432 0.7423 0.8791  C2 1.095
13 H 0.3278 0.7134 -0.5721  C4 1.105
14 H 0.3630 2.7750 1.6672  C3 1.090
15 H 1.4083 2.0955 -0.3687  C4 1.084
16 H -0.2820 2.3017 -0.9071  C4 1.105
17 H 0.0886 -2.4745 -3.5100  N5 1.004
18 H 0.1105 -4.1335 -3.0661  N5 1.005
19 H 0.7029 -3.6101 -0.8708  C6 1.083
20 H 1.0608 -1.4941 -0.2988  N7 1.017
21 H 1.1706 0.4780 1.5691  O23 0.956
22 H 2.3771 -0.2469 2.1758  O23 0.965
23 O 1.6823 -0.3279 1.5109  H21 0.956, H22 0.965

As for the total charge: +1. Its orbital gap is 4.7 eV. Its spin multiplicity is 1.

***

Arrangement B

DFT (ωB97M-V with the def2-TZVPD basis set) results for a 2-piece molecular cluster, C5H15N2O overall.

Each atom is followed by the atoms it is bonded to, with distances in Å.
Element x y z (Å)
1 C 2.6108 -0.3670 0.7171  C2 1.600, H8 1.019, H9 1.091, H10 1.068
2 C 1.3333 -0.3358 -0.2452  C1 1.600, C3 1.585, N7 1.519, H11 1.124
3 C 0.2268 -1.3291 0.3039  C2 1.585, C4 1.449, H12 1.108, H13 1.171
4 C -1.1242 -0.8895 0.0175  C3 1.449, C5 1.359, H14 1.214
5 C -1.9086 -1.3846 -0.9763  C4 1.359, N6 1.382, H15 1.124
6 N -3.0487 -0.6935 -1.3408  C5 1.382, H16 1.062, H17 0.973
7 N 0.6905 1.0154 -0.5080  C2 1.519, H18 1.057, H19 1.050, H20 1.079
8 H 2.2653 -0.4491 1.6722  C1 1.019
9 H 3.2796 0.4954 0.7214  C1 1.091
10 H 3.2778 -1.1946 0.6080  C1 1.068
11 H 1.7748 -0.7866 -1.1757  C2 1.124
12 H 0.1423 -1.3080 1.4087  C3 1.108
13 H 0.5364 -2.3632 -0.1501  C3 1.171
14 H -1.5913 0.0710 0.5949  C4 1.214
15 H -1.5644 -2.2669 -1.5815  C5 1.124
16 H -3.1437 0.3387 -1.1111  N6 1.062
17 H -3.2493 -0.8989 -2.2710  N6 0.973
18 H 0.1576 0.8376 -1.4038  N7 1.057
19 H 1.4910 1.6786 -0.6551  N7 1.050
20 H -0.0642 1.2755 0.2186  N7 1.079
21 H -0.9902 3.3952 1.2680  O23 0.954
22 H -0.4085 2.6372 2.3759  O23 0.916
23 O -0.6930 2.5224 1.5127  H21 0.954, H22 0.916

As for the total charge: +1. Its orbital gap is 8.4 eV. Its spin multiplicity is 1.

***

Bottom line: arrangement B, by a margin of 30.4 kcal/mol.